No. 1
C5H12O2 | wB97M-V/def2-TZVPD

```
! RIJCOSX wB97M-V def2-TZVPD def2/J DEFGRID3
* xyz 0 1
C -0.454 -1.363 -3.010
C 0.382 -1.186 -1.992
C 0.241 -0.103 -1.015
C 1.271 0.426 -0.361
C 1.138 1.660 0.497
H -0.203 -2.107 -3.757
H -1.290 -0.722 -3.233
H 1.311 -1.746 -1.938
H -0.739 0.341 -0.860
H 2.270 0.025 -0.493
H 0.259 2.228 0.210
H 2.027 2.283 0.380
H 1.113 1.410 1.562
H -1.882 0.403 2.777
H -3.289 1.000 2.659
O -2.413 1.029 2.266
H -0.389 -1.772 1.932
H 0.527 -0.609 1.863
O 0.121 -1.197 2.514
*
```

SMILES: C=C/C=C/C.O.O
Largest force on an atom, hartree/bohr: 0.017
LUMO, hartree: 0.0307
Energy above the lowest of the compared OMol25 structures with the same formula, charge and spin, kcal per mole: 39.0
Frontier orbital gap, Eh: 0.3564

No. 2
C23H30BrKN4O3 | wB97M-V/def2-TZVPD

```
! RIJCOSX wB97M-V def2-TZVPD def2/J DEFGRID3
* xyz 0 1
K 0.669 -0.162 -0.973
C 2.722 -4.820 2.790
C 1.554 -4.252 2.037
C 0.316 -4.881 1.997
C -0.734 -4.311 1.299
C -0.488 -3.110 0.661
Br -1.897 -2.270 -0.305
N 0.669 -2.483 0.674
C 1.667 -3.051 1.350
H 2.460 -5.764 3.264
H 3.053 -4.133 3.569
H 3.568 -4.997 2.125
H 0.169 -5.819 2.518
H -1.709 -4.772 1.256
H 2.605 -2.505 1.353
C 5.856 2.304 0.429
C 4.727 3.231 -0.040
C 4.370 4.200 1.093
C 5.210 4.031 -1.258
C 3.547 2.420 -0.409
C 2.613 1.699 -0.755
H 6.732 2.887 0.724
H 6.145 1.622 -0.371
H 5.532 1.708 1.282
H 5.218 4.849 1.323
H 4.105 3.649 1.997
H 3.521 4.828 0.816
H 6.105 4.605 -1.007
H 4.441 4.727 -1.597
H 5.443 3.362 -2.086
O 0.038 -0.453 4.614
C 0.219 0.042 3.534
O -0.513 -0.240 2.454
C 1.267 1.120 3.251
N 1.072 1.638 1.887
C 0.656 3.045 2.009
C 1.297 3.531 3.305
C 1.147 2.317 4.221
H 2.240 0.631 3.341
H -0.104 0.390 1.789
H 1.900 1.584 1.293
H -0.435 3.099 2.082
H 0.973 3.598 1.126
H 0.827 4.429 3.706
H 2.352 3.748 3.130
H 0.164 2.309 4.695
H 1.890 2.274 5.013
N 1.420 4.953 -1.470
C 0.107 5.272 -1.560
O -0.282 6.408 -1.767
C -0.878 4.142 -1.435
C -2.227 4.387 -1.641
C -3.119 3.334 -1.526
C -2.629 2.075 -1.212
N -1.336 1.826 -1.003
C -0.491 2.852 -1.111
H 2.068 5.709 -1.609
H 1.794 4.011 -1.405
H -2.546 5.391 -1.888
H -4.179 3.479 -1.679
H -3.301 1.230 -1.116
H 0.553 2.618 -0.925
*
```

Largest force on an atom, hartree/bohr: 0.008
LUMO, hartree: 0.0011
Energy above the lowest of the compared OMol25 structures with the same formula, charge and spin, kcal per mole: 0.0
Frontier orbital gap, Eh: 0.3064

No. 3
C5H17N3 | wB97M-V/def2-TZVPD

```
! RIJCOSX wB97M-V def2-TZVPD def2/J DEFGRID3
* xyz 0 1
C 1.045 0.521 -0.057
C -1.891 -1.505 0.714
C 0.762 1.166 1.310
C 1.655 -0.870 0.137
N 2.007 1.299 -0.854
N -2.863 -0.515 0.939
H 2.926 1.275 -0.425
H 1.724 2.273 -0.901
H -3.589 -0.586 0.228
H -2.341 0.482 0.521
H -2.257 -2.399 0.206
H -1.338 -1.736 1.626
H 0.085 0.554 1.904
H 0.306 2.149 1.180
H 1.690 1.294 1.870
H 1.943 -1.298 -0.822
H 0.956 -1.541 0.633
H 2.546 -0.802 0.762
C -0.277 0.479 -0.870
N -0.331 -0.315 -2.062
H -0.077 -1.280 -1.892
H 0.284 0.056 -2.777
H -0.434 1.506 -1.213
H -1.082 -0.958 0.011
H -1.449 0.752 -0.166
*
```

Largest force on an atom, hartree/bohr: 0.078
LUMO, hartree: 0.0340
Energy above the lowest of the compared OMol25 structures with the same formula, charge and spin, kcal per mole: 58.7
Frontier orbital gap, Eh: 0.3654

No. 4
C4H22NO7S | wB97M-V/def2-TZVPD

```
! RIJCOSX wB97M-V def2-TZVPD def2/J DEFGRID3
* xyz -1 1
C -3.048 0.843 -0.980
N -2.502 0.718 0.355
C -1.249 -0.047 0.621
C -0.805 -0.944 -0.526
S 0.136 -2.432 0.107
C -0.254 1.049 0.945
O 1.086 0.623 1.160
H -3.718 1.698 -0.985
H -2.251 1.074 -1.690
H -3.489 -0.094 -1.334
H -3.203 0.518 1.048
H -1.491 -0.685 1.466
H -0.198 -0.366 -1.217
H -1.656 -1.425 -0.999
H 1.202 -0.336 1.030
H -0.143 1.712 0.079
H -0.591 1.670 1.776
H 2.379 -1.553 -0.446
H 3.262 -2.068 -1.593
O 3.230 -1.403 -0.902
H 1.465 1.743 -1.387
H -0.036 1.624 -2.007
O 0.782 2.121 -1.963
H 1.029 0.903 -3.778
H 1.206 -0.401 -2.925
O 0.970 -0.057 -3.790
H 1.459 0.311 3.139
H 0.027 0.328 3.700
O 0.933 0.099 3.925
H -1.761 -2.686 1.968
H -0.643 -2.399 3.021
O -1.455 -2.882 2.857
H 3.490 0.328 -0.624
H 2.578 1.184 0.320
O 3.260 1.233 -0.371
*
```

Largest force on an atom, hartree/bohr: 0.029
LUMO, hartree: 0.1141
Energy above the lowest of the compared OMol25 structures with the same formula, charge and spin, kcal per mole: 4.5
Frontier orbital gap, Eh: 0.2692

Q: frontier orbital gap of number 1 (C5H12O2)?
A: 0.3564 Eh

Copy entry 1 word for word.
C5H12O2 | wB97M-V/def2-TZVPD

```
! RIJCOSX wB97M-V def2-TZVPD def2/J DEFGRID3
* xyz 0 1
C -0.454 -1.363 -3.010
C 0.382 -1.186 -1.992
C 0.241 -0.103 -1.015
C 1.271 0.426 -0.361
C 1.138 1.660 0.497
H -0.203 -2.107 -3.757
H -1.290 -0.722 -3.233
H 1.311 -1.746 -1.938
H -0.739 0.341 -0.860
H 2.270 0.025 -0.493
H 0.259 2.228 0.210
H 2.027 2.283 0.380
H 1.113 1.410 1.562
H -1.882 0.403 2.777
H -3.289 1.000 2.659
O -2.413 1.029 2.266
H -0.389 -1.772 1.932
H 0.527 -0.609 1.863
O 0.121 -1.197 2.514
*
```

SMILES: C=C/C=C/C.O.O
Largest force on an atom, hartree/bohr: 0.017
LUMO, hartree: 0.0307
Energy above the lowest of the compared OMol25 structures with the same formula, charge and spin, kcal per mole: 39.0
Frontier orbital gap, Eh: 0.3564

Q: Look up the largest force on an atom of the first one.
A: 0.017 hartree/bohr